Entry from the OMol25 dataset: a single C4H7NO molecule (ωB97M-V/def2-TZVPD).

The geometry in ORCA input format:
```
! RIJCOSX wB97M-V def2-TZVPD def2/J DEFGRID3
* xyz 0 1
C 1.28 -0.54 1.12
C 0.60 0.35 0.19
C 0.20 0.12 -1.18
N -0.77 -0.10 -0.18
C -2.03 0.26 -0.25
O -2.53 0.21 -1.33
H 0.96 -0.40 2.15
H 2.35 -0.35 1.09
H 1.09 -1.56 0.81
H 0.75 1.40 0.38
H 0.09 0.95 -1.86
H 0.55 -0.80 -1.62
H -2.54 0.46 0.68
*
```

Summary:
Structure (SMILES): C[C@H]1CN1C=O
Highest occupied orbital energy, eV: -9.68
E_tot, eV: -7797.3551
Frontier orbital gap, eV: 10.580

Entry from the OMol25 dataset: 5 unconnected molecules or ions with the total composition C27H24NO9S2 (ωB97M-V/def2-TZVPD).

The geometry in ORCA input format:
```
! RIJCOSX wB97M-V def2-TZVPD def2/J DEFGRID3
* xyz 1 1
S -1.24 5.56 -1.61
N -1.07 3.80 -1.58
S 0.68 3.46 -1.96
C -1.95 3.02 -2.53
C -3.32 3.63 -2.64
C -4.13 3.51 -1.41
O -4.34 2.73 -2.65
H -0.26 5.80 -2.50
H -1.21 3.46 -0.63
H 0.85 2.18 -1.51
H -2.14 2.05 -2.10
H -1.51 2.98 -3.52
H -3.43 4.54 -3.22
H -3.93 2.71 -0.71
H -5.00 4.14 -1.29
C 1.88 -1.05 0.64
C 1.68 -1.57 1.84
C 1.33 -0.71 3.00
O 1.14 -1.17 4.10
C 1.21 0.76 2.76
C 1.41 1.27 1.55
C 1.76 0.41 0.40
O 1.94 0.88 -0.71
H 2.14 -1.65 -0.22
H 1.76 -2.63 2.04
H 0.95 1.37 3.61
H 1.33 2.34 1.36
C 3.64 4.42 6.83
C 2.75 4.57 5.85
C 2.34 3.42 5.01
O 1.53 3.55 4.12
C 2.96 2.10 5.30
C 3.85 1.95 6.28
C 4.27 3.11 7.12
O 5.07 2.98 8.01
H 3.96 5.25 7.45
H 2.29 5.52 5.63
H 2.65 1.27 4.68
H 4.32 1.00 6.50
C -3.77 -1.99 -3.08
C -3.73 -0.86 -2.39
C -3.17 -0.82 -1.02
O -3.12 0.22 -0.39
C -2.67 -2.09 -0.44
C -2.71 -3.22 -1.13
C -3.27 -3.27 -2.51
O -3.30 -4.30 -3.14
H -4.17 -2.05 -4.09
H -4.09 0.08 -2.79
H -2.27 -2.03 0.56
H -2.35 -4.16 -0.73
C -0.39 -5.48 -3.41
C 0.16 -6.68 -3.60
C 1.64 -6.83 -3.72
O 2.15 -7.91 -3.89
C 2.46 -5.60 -3.62
C 1.91 -4.41 -3.43
C 0.44 -4.26 -3.31
O -0.07 -3.17 -3.13
H -1.46 -5.33 -3.32
H -0.42 -7.58 -3.67
H 3.54 -5.73 -3.71
H 2.49 -3.50 -3.36
*
```

Summary:
Highest occupied orbital energy, eV: -11.92
E_tot, eV: -69961.9468
Frontier orbital gap, eV: 7.680

Entry from the OMol25 dataset: a single C6H10 molecule (ωB97M-V/def2-TZVPD).

The geometry in ORCA input format:
```
! RIJCOSX wB97M-V def2-TZVPD def2/J DEFGRID3
* xyz 0 1
C -1.30 -0.61 1.55
C -0.44 0.24 0.59
C 1.14 0.61 0.49
C 0.91 0.81 -1.00
C 0.75 -0.49 -1.65
C -0.47 -0.11 -0.87
H -1.92 0.02 2.20
H -2.00 -1.25 0.98
H -0.70 -1.27 2.18
H -0.80 1.26 0.68
H 1.48 1.49 1.05
H 1.80 -0.24 0.71
H 1.03 1.78 -1.48
H 1.39 -1.33 -1.42
H 0.52 -0.38 -2.71
H -1.44 -0.40 -1.32
*
```

Summary:
Structure (SMILES): C[C@H]1C[C@H]2C[C@H]21
Highest occupied orbital energy, eV: -8.44
E_tot, eV: -6381.2036
Frontier orbital gap, eV: 9.634

Entry from the OMol25 dataset: a gas-phase ion, C2H5N2O (charge +1) (ωB97M-V/def2-TZVPD).

The geometry in ORCA input format:
```
! RIJCOSX wB97M-V def2-TZVPD def2/J DEFGRID3
* xyz 1 1
C 0.87 0.77 0.34
C -0.83 -0.76 -0.30
N 1.23 -0.52 0.54
N -0.39 0.62 -0.52
O 0.41 -1.39 0.28
H 0.60 0.98 1.40
H 1.63 1.56 0.20
H -1.69 -1.00 0.64
H -1.42 -1.27 -1.12
H -0.39 1.01 -1.46
*
```

Summary:
Highest occupied orbital energy, eV: -15.53
E_tot, eV: -7170.3698
Frontier orbital gap, eV: 8.273

Entry from the OMol25 dataset: 2 unconnected molecules or ions with the total composition C6H10ClN2O3 (ωB97M-V/def2-TZVPD).

The geometry in ORCA input format:
```
! RIJCOSX wB97M-V def2-TZVPD def2/J DEFGRID3
* xyz 0 2
C 0.26 1.46 -0.33
C 0.55 0.21 -0.79
C 1.58 -0.67 -0.12
O 2.77 -0.56 -0.42
H -0.11 2.21 -1.04
Cl 1.37 2.22 0.83
C -0.04 -0.30 -2.06
N 1.12 -1.58 0.75
C 2.00 -2.52 1.41
H -0.71 0.44 -2.51
H 0.76 -0.53 -2.79
H -0.59 -1.24 -1.89
H 0.12 -1.67 0.87
H 2.51 -3.16 0.68
H 2.76 -1.98 1.99
H 1.40 -3.14 2.08
C -1.98 1.88 0.94
H -1.87 1.13 1.72
H -1.74 2.92 1.13
N -3.09 1.68 0.09
O -3.64 0.58 0.09
O -3.44 2.60 -0.64
*
```

Summary:
Highest occupied orbital energy (alpha / beta), eV: -9.37 / -9.81
E_tot, eV: -28024.0301
Frontier orbital gap (alpha / beta), eV: 9.560 / 7.634

Entry from the OMol25 dataset: a molecular structure, C25H46P2Tl (ωB97M-V/def2-TZVPD).

The geometry in ORCA input format:
```
! RIJCOSX wB97M-V def2-TZVPD def2/J DEFGRID3
* xyz 1 1
Tl -0.69 0.26 1.53
C -0.59 -2.44 3.39
C 0.76 -2.54 2.96
C 0.67 -1.00 4.66
C -0.65 -1.48 4.44
C 1.54 -1.66 3.75
C -1.75 -3.19 2.87
H -1.51 -3.71 1.93
H -2.62 -2.54 2.68
H -2.08 -3.96 3.59
C -1.85 -1.02 5.16
H -2.75 -1.50 4.76
H -1.99 0.08 5.08
H -1.78 -1.26 6.23
C 1.05 0.01 5.68
H 0.94 -0.41 6.69
H 0.41 0.90 5.62
H 2.09 0.32 5.55
C 3.00 -1.45 3.66
H 3.53 -1.97 4.48
H 3.26 -0.39 3.73
H 3.40 -1.84 2.72
C 1.27 -3.44 1.90
H 1.70 -4.36 2.33
H 2.07 -2.96 1.32
H 0.48 -3.74 1.21
C -1.84 1.10 -4.09
C -1.88 -0.24 -4.07
C -1.14 -1.11 -5.03
C 0.31 -0.65 -5.35
C 1.05 0.00 -4.22
C 1.19 1.33 -4.09
C 0.33 2.36 -4.74
C -1.13 1.94 -5.10
H -1.70 -1.19 -5.98
H 0.29 -0.01 -6.25
H -1.10 -2.14 -4.63
H -1.15 1.49 -6.11
H -2.48 1.69 -3.42
H -2.63 -0.77 -3.47
H -1.70 2.88 -5.19
H 0.27 3.24 -4.07
H 2.05 1.74 -3.54
H 0.80 2.74 -5.67
H 0.87 -1.55 -5.64
H 1.61 -0.69 -3.57
P -1.53 0.30 -0.78
P 1.53 1.49 0.54
C -0.43 1.54 -1.58
C 0.65 2.35 -0.83
H -1.07 2.26 -2.11
H 0.05 0.92 -2.35
H 1.43 2.67 -1.55
H 0.20 3.27 -0.42
C 2.42 2.84 1.36
H 3.13 2.42 2.08
H 1.70 3.46 1.91
H 2.94 3.44 0.62
C 2.87 0.53 -0.22
H 3.47 1.15 -0.90
H 2.49 -0.34 -0.78
H 3.52 0.14 0.57
C -3.26 0.55 -1.19
H -3.86 -0.19 -0.64
H -3.48 0.44 -2.25
H -3.58 1.55 -0.87
C -0.92 -1.34 -1.31
H 0.06 -1.57 -0.87
H -0.82 -1.41 -2.41
H -1.63 -2.11 -0.97
C -1.38 2.02 2.70
H -2.41 1.76 2.98
H -1.31 2.88 2.02
H -0.71 2.09 3.57
*
```

Summary:
Highest occupied orbital energy (alpha / beta), eV: -9.41 / -9.32
E_tot, eV: -49932.3292
Frontier orbital gap (alpha / beta), eV: 5.881 / 5.867

Per-record energy above the lowest of the compared OMol25 structures with the same formula, charge and spin, kcal per mole: 52.8, 0.0, 61.2, 130.6, 25.8, 0.0